Entry 1:
C25H25ClN6O4 as an isolated structure at a distorted geometry, computed with wB97M-V/def2-TZVPD.

Each line ends with the natural charge from an NBO analysis.
Positions of all 61 atoms, in Å:
O -5.671 -0.219 1.462  -0.632
C -4.964 0.640 0.760  0.603
N -3.718 1.142 1.119  -0.420
C -2.859 1.766 0.344  -0.228
H -3.358 2.093 -0.639  0.250
C -1.858 0.768 -0.047  -0.267
N -1.256 0.138 1.235  -0.443
C 0.082 -0.373 0.681  -0.062
C 0.057 -1.178 -0.550  0.259
N 0.247 -0.751 -1.678  -0.266
N 0.082 -1.536 -2.481  -0.077
N -0.101 -2.727 -1.972  -0.058
N -0.009 -2.727 -0.679  -0.154
C -0.120 -3.468 0.497  -0.054
H -0.827 -3.177 1.098  0.215
C -0.738 -4.894 -0.017  -0.421
C 0.635 -5.767 -0.502  -0.272
C 1.506 -5.399 0.698  -0.397
H 2.692 -5.377 0.282  0.210
C 1.222 -3.851 1.154  -0.366
H 1.213 -3.793 2.030  0.171
H 1.876 -3.119 0.783  0.239
H 1.304 -5.913 1.492  0.185
H 0.359 -6.615 -0.549  0.138
H 0.992 -4.993 -1.710  0.179
H -1.255 -4.657 -0.989  0.228
H -1.191 -5.605 0.626  0.210
C 1.276 0.763 0.671  -0.168
C 1.010 1.880 1.052  0.155
O 2.092 2.793 0.917  -0.477
C 3.302 2.540 0.404  0.281
C 4.250 3.379 0.191  -0.213
C 5.582 3.085 -0.052  -0.165
C 5.824 1.577 -0.354  -0.123
C 4.847 0.667 -0.195  -0.200
C 3.629 1.289 0.234  -0.160
C 2.575 0.063 0.173  0.664
O 2.760 -1.117 0.469  -0.567
H 5.069 -0.264 -0.379  0.227
Cl 7.328 1.404 -0.723  0.117
H 6.401 3.715 -0.022  0.227
H 3.892 4.506 0.760  0.214
H 0.051 2.304 1.278  0.236
H 0.275 -1.203 1.672  0.215
C -2.238 -0.475 1.723  -0.290
C -3.103 0.319 2.259  -0.193
H -3.946 -0.302 2.829  0.270
H -2.714 0.995 2.981  0.208
H -1.621 -0.895 2.559  0.205
H -2.700 -1.269 1.219  0.176
H -1.032 1.445 -0.729  0.212
H -2.227 0.130 -0.802  0.198
H -2.299 2.636 0.915  0.181
C -5.717 1.215 -0.280  0.148
C -6.813 0.783 -0.871  -0.186
C -7.211 1.894 -1.771  -0.296
C -6.316 2.699 -1.971  0.128
O -5.482 2.477 -0.889  -0.466
H -6.109 3.764 -2.432  0.230
H -7.938 1.758 -2.363  0.198
H -7.394 -0.119 -0.827  0.239

Gap between HOMO and LUMO   8.3 eV
Energy   -2056.4776 Ha
HOMO level   -8.905 eV



Entry 2:
One molecule with the formula C4H7NO, computed with wB97M-V/def2-TZVPD.

Each line ends with the natural charge from an NBO analysis.
Positions of all 13 atoms, in Å:
O -0.953 1.709 -0.743  -0.602
N -1.235 0.528 0.002  -0.120
C -0.054 -0.354 -0.085  0.067
C 1.097 -0.261 -1.022  -0.628
C -0.279 0.385 1.137  -0.137
C -0.386 -1.102 1.155  -0.402
H -1.800 1.833 -1.194  0.478
H 1.072 -1.001 -1.825  0.215
H 1.098 0.742 -1.458  0.245
H 0.367 1.103 1.620  0.228
H 2.027 -0.385 -0.456  0.219
H 0.430 -1.666 1.597  0.222
H -1.383 -1.530 1.272  0.214

Energy above the lowest of the compared OMol25 structures with the same formula, charge and spin   4.7582 eV
SMILES string   C[C@@]12C[C@@H]1N2O
Gap between HOMO and LUMO   9.6 eV
Energy   -286.4568 Ha
HOMO level   -8.520 eV



Entry 3:
One molecule with the formula C12H12N2O3 at a distorted geometry, computed with wB97M-V/def2-TZVPD.

Each line ends with the natural charge from an NBO analysis.
Positions of all 29 atoms, in Å:
C 2.171 -3.348 1.936  -0.251
H 2.147 -4.038 1.086  0.179
O 1.650 -2.087 1.594  -0.516
C 0.363 -2.006 1.151  0.381
C -0.503 -3.090 1.066  -0.310
C -1.801 -2.916 0.618  -0.193
C -2.251 -1.662 0.254  -0.234
C -1.391 -0.579 0.336  -0.186
C -0.087 -0.730 0.777  -0.087
C 0.856 0.447 0.865  -0.521
C 0.793 1.267 -0.409  0.704
O 1.395 0.989 -1.416  -0.591
N -0.037 2.357 -0.310  -0.619
C -0.313 3.257 -1.314  0.297
N -1.141 4.252 -1.090  -0.176
O -1.219 4.965 -2.239  -0.261
C -0.435 4.398 -3.161  0.141
C 0.180 3.299 -2.647  -0.372
H 0.864 2.618 -3.102  0.269
H -0.402 4.865 -4.124  0.212
H -0.514 2.549 0.560  0.415
H 1.870 0.064 0.977  0.266
H 0.609 1.060 1.735  0.217
H -1.746 0.399 0.045  0.211
H -3.263 -1.523 -0.095  0.215
H -2.459 -3.770 0.557  0.214
H -0.175 -4.078 1.348  0.217
H 1.633 -3.790 2.781  0.176
H 3.205 -3.169 2.224  0.202

Energy above the lowest of the compared OMol25 structures with the same formula, charge and spin   2.8541 eV
SMILES string   COc1ccccc1CC(=O)Nc1ccon1
Gap between HOMO and LUMO   9.5 eV
Energy   -799.6691 Ha
HOMO level   -8.680 eV



Entry 4:
A 2-piece molecular cluster, C3H8Cl2NP overall at a distorted geometry, computed with wB97M-V/def2-TZVPD.

Each line ends with the natural charge from an NBO analysis.
Positions of all 15 atoms, in Å:
C 1.235 -1.030 -1.468  -0.432
C 2.039 -0.170 0.668  -0.412
C -2.681 0.688 -0.688  -0.447
N 1.017 -0.056 -0.360  -0.717
P 0.511 1.437 -1.095  0.686
Cl -3.227 1.019 0.876  0.022
Cl 0.476 2.682 0.471  -0.306
H 0.575 -0.969 -2.280  0.215
H 2.321 -0.757 -1.752  0.182
H 1.107 -1.928 -0.871  0.212
H 2.910 0.190 0.331  0.175
H 1.696 0.409 1.546  0.224
H 2.219 -1.259 0.855  0.196
H -2.732 1.499 -1.484  0.207
H -2.779 -0.432 -0.936  0.196

Energy above the lowest of the compared OMol25 structures with the same formula, charge and spin   2.9812 eV
Gap between HOMO and LUMO (spin up / spin down)   7.3 / 7.8 eV
Energy   -1435.4841 Ha
HOMO level (spin up / spin down)   -7.073 / -8.105 eV



Entry 5:
One molecule with the formula C6H12O, computed with wB97M-V/def2-TZVPD.

Each line ends with the natural charge from an NBO analysis.
Positions of all 19 atoms, in Å:
C 1.600 -0.440 -1.015  -0.607
C 0.159 -0.561 -0.521  -0.253
C 0.050 -1.558 0.634  -0.616
C -2.669 0.275 -0.608  0.077
O -1.801 0.608 0.300  -0.484
C -0.431 0.811 -0.177  0.099
C 0.281 1.592 0.911  -0.640
H 1.953 -1.407 -1.391  0.218
H 1.696 0.290 -1.827  0.211
H 2.274 -0.138 -0.204  0.202
H -0.466 -0.928 -1.347  0.225
H 0.751 -1.321 1.442  0.201
H 0.282 -2.569 0.280  0.215
H -0.960 -1.575 1.054  0.218
H -3.593 0.126 0.008  0.073
H -0.511 1.406 -1.094  0.199
H 0.364 1.007 1.833  0.215
H 1.287 1.869 0.583  0.221
H -0.267 2.512 1.139  0.224

Energy above the lowest of the compared OMol25 structures with the same formula, charge and spin   3.0035 eV
Gap between HOMO and LUMO   9.4 eV
Energy   -310.9489 Ha
HOMO level   -8.508 eV



Entry 6:
A 2-piece molecular cluster, C4H9NO overall at a distorted geometry, computed with wB97M-V/def2-TZVPD.

Each line ends with the natural charge from an NBO analysis.
Positions of all 15 atoms, in Å:
C 0.621 1.797 1.601  -0.651
C 0.510 0.343 1.253  -0.232
C -0.293 -0.104 0.271  -0.035
N -0.118 -1.362 -0.405  -0.447
C 1.084 -1.562 -0.776  0.004
H -0.170 2.450 1.243  0.217
H 1.513 2.343 1.247  0.222
H 0.598 1.942 2.673  0.212
H 0.848 -0.380 1.986  0.209
H -1.061 0.527 -0.173  0.191
H 1.949 -1.330 -0.132  0.140
H 1.454 -2.204 -1.578  0.170
H -2.868 -1.233 -2.746  0.463
H -1.961 -0.587 -1.756  0.470
O -2.108 -0.640 -2.707  -0.934

Energy above the lowest of the compared OMol25 structures with the same formula, charge and spin   3.4740 eV
SMILES string   C=N/C=C/C.O
Gap between HOMO and LUMO   9.5 eV
Energy   -287.7048 Ha
HOMO level   -9.009 eV



Entry 7:
One molecule with the formula C5H7NO2 at a distorted geometry, computed with wB97M-V/def2-TZVPD.

Each line ends with the natural charge from an NBO analysis.
Positions of all 15 atoms, in Å:
C 0.405 -1.372 0.190  -0.226
C -0.723 -0.268 0.330  -0.352
C -1.978 -0.342 -0.501  -0.186
C -3.151 0.141 0.026  -0.369
C 0.485 0.724 0.073  0.664
H 3.285 -0.119 0.310  0.477
H 0.557 -2.070 1.030  0.194
H 0.438 -2.036 -0.672  0.201
H -1.026 -0.053 1.393  0.232
H -1.896 -0.797 -1.518  0.211
H -4.158 0.075 -0.393  0.210
H -3.097 0.554 1.030  0.189
N 1.394 -0.254 0.198  -0.159
O 2.583 -0.287 -0.367  -0.520
O 0.656 1.903 -0.042  -0.566

Energy above the lowest of the compared OMol25 structures with the same formula, charge and spin   3.2799 eV
SMILES string   C=C[C@H]1CN(O)C1=O
Gap between HOMO and LUMO   10.0 eV
Energy   -399.8450 Ha
HOMO level   -9.285 eV



Entry 8:
C22H27Cl2N3O2W as an isolated structure at a distorted geometry, computed with wB97M-V/def2-TZVPD.

Each line ends with the natural charge from an NBO analysis.
Positions of all 57 atoms, in Å:
W -0.049 0.070 0.131  2.372
C -2.722 0.476 1.370  -0.429
N -2.228 -0.023 0.028  -0.533
C -2.748 -1.451 -0.094  -0.231
C -2.120 -2.330 -1.169  -0.449
C -0.650 -2.729 -0.899  -0.244
N -0.128 -1.997 0.273  -0.575
C 0.446 -2.656 1.255  0.254
C 0.858 -2.105 2.500  -0.229
C 1.447 -2.939 3.470  -0.068
C 1.704 -2.468 4.745  -0.148
C 1.335 -1.170 5.098  -0.058
C 0.731 -0.324 4.168  -0.226
C 0.534 -0.768 2.881  0.337
O -0.027 0.002 1.907  -0.590
C -2.936 0.868 -0.983  -0.234
C -2.453 0.811 -2.421  -0.453
C -1.046 1.340 -2.633  -0.241
N 0.014 0.511 -1.984  -0.623
C 0.976 0.138 -2.812  0.284
C 2.182 -0.534 -2.479  -0.217
C 3.084 -0.942 -3.472  -0.055
C 4.273 -1.571 -3.125  -0.116
C 4.593 -1.784 -1.784  -0.085
C 3.747 -1.331 -0.773  -0.194
C 2.551 -0.730 -1.121  0.319
O 1.677 -0.272 -0.206  -0.546
H -3.815 0.491 1.375  0.273
H -2.382 1.491 1.567  0.239
H -2.413 -0.182 2.176  0.233
H -3.822 -1.404 -0.282  0.268
H -2.621 -1.929 0.877  0.231
H -2.214 -1.900 -2.160  0.237
H -2.722 -3.240 -1.193  0.296
H -0.021 -2.500 -1.763  0.225
H -0.580 -3.802 -0.725  0.267
H 0.563 -3.732 1.136  0.264
H 1.689 -3.963 3.210  0.265
H 2.175 -3.114 5.475  0.289
H 1.515 -0.810 6.104  0.286
H 0.432 0.678 4.452  0.273
H -2.854 1.900 -0.633  0.231
H -3.996 0.612 -0.963  0.267
H -3.116 1.471 -2.988  0.302
H -2.575 -0.168 -2.876  0.235
H -0.975 2.359 -2.246  0.234
H -0.862 1.400 -3.705  0.256
H 0.857 0.389 -3.865  0.253
H 2.842 -0.771 -4.515  0.272
H 4.958 -1.893 -3.899  0.291
H 5.511 -2.295 -1.519  0.287
H 4.017 -1.427 0.272  0.267
Cl -0.242 2.746 0.279  0.124
C 1.186 3.366 1.207  -0.344
Cl 2.157 1.963 1.654  0.078
H 0.820 3.887 2.088  0.288
H 1.754 4.028 0.558  0.289

Energy above the lowest of the compared OMol25 structures with the same formula, charge and spin   0.1974 eV
Total charge   +4
Gap between HOMO and LUMO (spin up / spin down)   5.3 / 5.6 eV
Energy   -2155.1552 Ha
HOMO level (spin up / spin down)   -21.482 / -21.517 eV



Entry 9:
A 2-piece molecular cluster, Cl3O3P overall at a distorted geometry, computed with wB97M-V/def2-TZVPD.

Each line ends with the natural charge from an NBO analysis.
Positions of all 7 atoms, in Å:
O 1.633 -0.815 -1.088  -0.972
O -1.391 -1.117 1.525  -0.447
O 1.107 1.448 -0.129  -0.805
P 0.533 -0.009 -0.598  1.779
Cl -1.046 -2.628 1.843  0.403
Cl 0.114 2.736 0.340  0.294
Cl -0.950 0.384 -1.893  -0.252

Energy above the lowest of the compared OMol25 structures with the same formula, charge and spin   3.7515 eV
Gap between HOMO and LUMO (spin up / spin down)   8.7 / 7.0 eV
Energy   -1947.4969 Ha
HOMO level (spin up / spin down)   -10.972 / -9.638 eV



Entry 10:
C37H27ClMoN2O7PS as an isolated structure at a distorted geometry, computed with wB97M-V/def2-TZVPD.

Each line ends with the Mulliken charge.
Positions of all 77 atoms, in Å:
Mo -0.377 1.354 0.247  0.022
Cl 2.416 0.635 0.131  -0.124
C 2.873 0.462 1.805  1.099
C 4.195 0.567 2.192  -0.722
C 4.510 0.372 3.533  -0.614
C 3.525 0.068 4.462  -0.869
C 2.204 -0.037 4.064  -0.320
C 1.867 0.166 2.727  -0.232
P 0.176 -0.090 2.151  1.456
C -0.903 0.265 3.547  0.556
C -1.200 -0.714 4.495  -0.198
C -1.967 -0.380 5.598  -0.794
C -2.432 0.919 5.753  -0.668
C -2.132 1.896 4.811  -0.753
C -1.363 1.573 3.710  -0.339
C 0.041 -1.863 1.815  0.984
C -1.247 -2.363 1.587  -0.546
C -1.442 -3.728 1.501  -0.931
C -0.363 -4.593 1.628  -0.632
C 0.918 -4.096 1.827  -0.778
C 1.130 -2.730 1.917  -0.507
H 4.970 0.773 1.469  0.575
H 5.538 0.453 3.848  0.455
H 3.779 -0.099 5.498  0.471
H 1.431 -0.285 4.779  0.500
H -0.828 -1.721 4.369  0.546
H -2.201 -1.130 6.337  0.478
H -3.031 1.174 6.613  0.449
H -2.487 2.904 4.953  0.498
H -1.079 2.331 2.972  0.112
H -2.094 -1.686 1.528  0.495
H -2.438 -4.113 1.349  0.507
H -0.524 -5.658 1.573  0.455
H 1.752 -4.774 1.926  0.473
H 2.128 -2.353 2.084  0.452
O -3.978 -0.340 0.270  -0.410
C -3.080 0.152 -0.328  0.162
O -1.901 0.533 0.264  0.170
C -3.030 0.536 -1.782  0.469
C -4.155 0.879 -2.537  -0.766
C -3.964 1.430 -3.801  -0.152
C -2.704 1.738 -4.303  -0.591
C -1.603 1.375 -3.539  -0.363
C -1.764 0.697 -2.338  -0.659
N -0.264 1.852 -3.824  0.920
O 0.406 2.042 -2.796  -0.630
O 0.073 2.107 -4.932  -0.480
N -5.163 1.798 -4.627  1.037
O -6.208 1.395 -4.213  -0.553
O -4.934 2.457 -5.597  -0.559
H -5.161 0.737 -2.158  0.604
H -2.594 2.246 -5.256  0.625
H -0.893 0.216 -1.869  1.428
O 0.622 2.738 -0.216  0.386
S 0.503 4.108 -1.026  0.425
C -0.564 4.854 0.225  0.932
C -1.758 4.166 0.447  -0.814
C -2.589 4.575 1.480  -0.941
C -2.245 5.687 2.239  -0.640
C -1.080 6.389 1.974  -0.765
C -0.220 5.971 0.964  -0.409
C 2.052 4.932 -0.737  0.113
C 2.977 4.461 0.183  0.293
C 4.152 5.180 0.346  -0.789
C 4.364 6.351 -0.371  -0.541
C 3.433 6.798 -1.298  -0.743
C 2.270 6.073 -1.500  -0.222
H -2.085 3.383 -0.252  0.751
H -3.508 4.046 1.675  0.565
H -2.902 6.024 3.026  0.504
H -0.825 7.263 2.554  0.465
H 0.695 6.510 0.769  0.461
H 2.783 3.555 0.749  0.319
H 4.906 4.831 1.033  0.469
H 5.267 6.916 -0.215  0.443
H 3.613 7.697 -1.866  0.463
H 1.540 6.390 -2.229  0.469

Energy above the lowest of the compared OMol25 structures with the same formula, charge and spin   2.8045 eV
Total charge   +3
2S+1   3
Gap between HOMO and LUMO (spin up / spin down)   6.1 / 6.1 eV
Energy   -3329.0200 Ha
Expectation value of S²   2.01
HOMO level (spin up / spin down)   -16.982 / -17.006 eV



Entry 11:
C8F11NO4S3SbSe4W as an isolated structure, computed with wB97M-V/def2-TZVPD.

Each line ends with the natural charge from an NBO analysis.
Positions of all 33 atoms, in Å:
W 1.761 -0.429 1.967  0.856
Se 5.161 1.080 5.309  -0.531
Sb 3.958 0.431 3.380  1.090
Se 0.990 0.893 3.909  -0.203
Se 4.379 0.539 1.026  -0.317
Se 3.359 -1.996 3.246  -0.325
F -1.229 0.188 -5.523  -0.285
C -0.977 0.680 -4.310  0.280
C 0.252 0.464 -3.714  0.266
F 1.189 -0.233 -4.357  -0.284
C 0.512 0.983 -2.457  0.296
F 1.713 0.805 -1.932  -0.274
C -0.465 1.688 -1.758  0.207
S 0.442 -1.225 -0.374  1.207
C -1.681 1.934 -2.393  0.319
F -2.596 2.702 -1.817  -0.277
C -1.939 1.426 -3.653  0.262
F -3.110 1.667 -4.246  -0.286
F -2.784 0.882 0.026  -0.353
C -2.059 1.429 1.026  0.696
F -2.379 0.777 2.157  -0.336
F -2.489 2.705 1.173  -0.349
S -0.096 1.460 0.898  1.510
O 1.630 1.178 0.853  -0.933
O -0.209 2.272 -0.554  -0.660
N -0.227 -0.199 0.659  -1.129
S 0.568 -3.360 2.087  0.521
O 1.924 -1.379 0.045  -0.872
O 0.417 -1.846 2.657  -0.911
C -1.158 -3.771 1.748  0.794
F -1.838 -4.204 2.825  -0.331
F -1.858 -2.756 1.237  -0.315
F -1.160 -4.786 0.858  -0.335

Energy above the lowest of the compared OMol25 structures with the same formula, charge and spin   3.3675 eV
Total charge   -1
2S+1   3
Gap between HOMO and LUMO (spin up / spin down)   6.2 / 5.8 eV
Energy   -12866.7005 Ha
Expectation value of S²   2.05
HOMO level (spin up / spin down)   -5.275 / -5.426 eV



Entry 12:
C3H2FKO2 as an isolated structure at a distorted geometry, computed with wB97M-V/def2-TZVPD.

Each line ends with the natural charge from an NBO analysis.
Positions of all 9 atoms, in Å:
C -0.229 -0.950 0.614  0.069
O 0.785 -0.095 -1.182  -0.534
C 0.531 0.883 -0.172  0.436
C 0.334 -1.259 -0.589  -0.050
O -0.167 1.824 -0.589  -0.806
K -0.794 4.590 0.168  0.040
H -1.266 -0.653 0.788  0.189
H 0.916 -2.159 -0.797  0.185
F -0.110 -2.180 1.759  -0.528

Energy above the lowest of the compared OMol25 structures with the same formula, charge and spin   0.4990 eV
Total charge   -1
2S+1   2
Gap between HOMO and LUMO (spin up / spin down)   3.4 / 7.1 eV
Energy   -965.6638 Ha
Expectation value of S²   0.75
HOMO level (spin up / spin down)   -0.935 / -3.894 eV